1.
Molecular formula: CH2Br3O3PS
Method: DFT, wB97M-V/def2-TZVPD

```
11
Properties=species:S:1:pos:R:3:forces:R:3
C -3.58193 -0.02204 -0.07012 2.630 0.394 0.798
O 0.09442 0.59535 1.12354 1.981 -1.150 -0.877
O -0.35846 -0.58655 -1.26601 -1.090 0.609 1.527
O -1.98376 -0.76684 0.52773 -3.544 0.815 -0.455
P -0.46718 -0.75584 0.35233 0.912 -0.814 0.217
S 0.26846 -2.42716 1.06575 0.186 1.084 -0.459
Br -4.32810 -0.95138 -1.51554 0.478 -0.130 0.341
Br -4.42272 -0.20814 1.58495 -0.352 -0.047 -0.066
Br -3.09670 1.79509 -0.49961 -0.186 -0.695 0.096
H 1.10706 0.49853 1.29296 -2.675 0.093 -0.341
H 0.54189 -0.62461 -1.51363 1.661 -0.160 -0.781
```
Positions in Å, forces in eV/Å.

For the lowest unoccupied orbital energy, the calculation gives -1.30 eV. As for the multiplicity: 1. The HOMO-LUMO gap is 7.351 eV.

How positive or negative is each atom? The Löwdin charges in e answer that: atom 1 (C): -1.63, atom 2 (O): -0.25, atom 3 (O): -0.18, atom 4 (O): -0.51, atom 5 (P): -0.01, atom 6 (S): 0.25, atom 7 (Br): 0.74, atom 8 (Br): 0.76, atom 9 (Br): 0.68, atom 10 (H): 0.12, atom 11 (H): 0.04


2.
Molecular formula: CH2BrClO
Method: DFT, wB97M-V/def2-TZVPD

```
6
Properties=species:S:1:pos:R:3:forces:R:3
C 0.69645 -0.10164 0.01244 -2.651 0.004 -2.246
O -1.31398 0.66702 0.52989 4.492 0.886 0.277
Cl 1.83120 1.11714 -0.17599 0.209 0.367 0.985
Br -2.38671 -0.47502 -0.11732 -1.748 -1.851 -1.017
H 0.69513 -0.82633 0.85226 0.134 0.804 -0.688
H 0.47792 -0.38116 -1.10127 -0.435 -0.211 2.688
```
Positions in Å, forces in eV/Å.

For the lowest unoccupied orbital energy (spin up / spin down), the calculation gives -1.28 / -1.41 eV. As for the multiplicity: 1. The HOMO-LUMO gap (spin up / spin down) is 7.657 / 7.479 eV.

How positive or negative is each atom? The Löwdin charges in e answer that: atom 1 (C): -0.49, atom 2 (O): -0.92, atom 3 (Cl): 0.66, atom 4 (Br): 0.62, atom 5 (H): 0.06, atom 6 (H): 0.06


3.
Molecular formula: CH2BrN
Method: DFT, wB97M-V/def2-TZVPD

```
5
Properties=species:S:1:pos:R:3:forces:R:3
C 1.56308 -0.42549 -0.15840 -0.697 -0.638 -0.334
N 1.13966 -1.53678 0.11676 1.765 0.501 0.469
Br 3.30712 0.12909 0.03106 0.996 0.583 0.300
H -0.31249 2.11243 0.21129 -0.051 0.070 0.016
H 0.29907 -1.84808 -0.26258 -2.013 -0.517 -0.452
```
Positions in Å, forces in eV/Å.

For the lowest unoccupied orbital energy (spin up / spin down), the calculation gives 1.00 / -1.00 eV. As for the multiplicity: 3. The HOMO-LUMO gap (spin up / spin down) is 9.556 / 9.749 eV.

How positive or negative is each atom? The Löwdin charges in e answer that: atom 1 (C): -0.74, atom 2 (N): 0.02, atom 3 (Br): 0.64, atom 4 (H): 0.04, atom 5 (H): 0.03


4.
Molecular formula: CH2BrN3
Method: DFT, wB97M-V/def2-TZVPD

```
7
Properties=species:S:1:pos:R:3:forces:R:3
C -0.35066 -0.94005 -1.50441 2.069 1.220 2.837
N -1.18761 -1.27432 -2.20332 -1.461 -0.653 -1.359
N 0.07637 0.22772 1.20229 1.060 -1.646 0.010
N 0.80392 -0.04222 0.16087 -0.449 -1.751 -0.067
Br 1.19866 1.49466 -0.74974 0.151 0.749 -0.436
H -0.53032 0.98011 1.09903 -1.496 1.557 0.477
H -0.01036 -0.44591 1.99529 0.126 0.524 -1.461
```
Positions in Å, forces in eV/Å.

For the lowest unoccupied orbital energy (spin up / spin down), the calculation gives -1.75 / -1.75 eV. As for the multiplicity: 1. The HOMO-LUMO gap (spin up / spin down) is 8.064 / 8.059 eV.

How positive or negative is each atom? The Löwdin charges in e answer that: atom 1 (C): -0.30, atom 2 (N): -0.06, atom 3 (N): -0.05, atom 4 (N): -0.53, atom 5 (Br): 0.72, atom 6 (H): 0.06, atom 7 (H): 0.16


5.
Molecular formula: CH2BrO2S
Method: DFT, wB97M-V/def2-TZVPD

```
7
Properties=species:S:1:pos:R:3:forces:R:3
C 0.87060 -0.08205 0.17770 1.121 -0.480 -4.500
O 2.80913 1.11720 -1.18359 0.700 -0.256 -1.285
O 1.98279 2.37734 0.68925 -0.439 0.475 0.619
S 2.45502 1.07642 0.21873 -0.750 -0.168 0.471
Br 1.58141 -1.84664 0.11753 0.462 -0.908 0.200
H 0.14953 -0.13792 0.88588 -2.346 0.385 2.287
H -0.24116 -0.41868 -1.51302 1.253 0.951 2.207
```
Positions in Å, forces in eV/Å.

For the lowest unoccupied orbital energy (spin up / spin down), the calculation gives 3.34 / 3.31 eV. As for the multiplicity: 1. Its charge is -1. The HOMO-LUMO gap (spin up / spin down) is 7.292 / 7.161 eV.

How positive or negative is each atom? The Löwdin charges in e answer that: atom 1 (C): -0.78, atom 2 (O): -0.55, atom 3 (O): -0.55, atom 4 (S): 0.48, atom 5 (Br): 0.41, atom 6 (H): -0.11, atom 7 (H): 0.10


6.
Molecular formula: CH2BrP
Method: DFT, wB97M-V/def2-TZVPD

```
5
Properties=species:S:1:pos:R:3:forces:R:3
C 1.99336 -0.83012 0.17505 -3.982 0.223 0.501
P 0.41038 -0.75007 0.22256 3.404 -0.203 -0.296
Br -2.61561 1.75866 0.07854 -0.025 -0.047 -0.048
H 3.03730 -0.86037 0.34895 0.598 -0.036 -0.202
H -2.82543 0.68191 -0.82510 0.006 0.063 0.045
```
Positions in Å, forces in eV/Å.

For the lowest unoccupied orbital energy, the calculation gives 0.33 eV. As for the multiplicity: 1. As for the SMILES: C#P.Br. The HOMO-LUMO gap is 10.372 eV.

How positive or negative is each atom? The Löwdin charges in e answer that: atom 1 (C): -0.52, atom 2 (P): 0.65, atom 3 (Br): 0.26, atom 4 (H): -0.10, atom 5 (H): -0.29


In the order shown, the computed ΔE to the lowest compared entry with this formula, charge and spin values come out to 50.0 96.9 14.7 125.5 91.2 30.6 kcal per mole.
In the order shown, the computed E_tot values come out to -237463.642 -85677.093 -72596.787 -75576.717 -86039.122 -80398.493 eV.